No. 1
# C33H51BrEuNP3

A structure of composition C33H51BrEuNP3 at a distorted geometry (the ωB97M-V functional and the def2-TZVPD basis, the OMol25 dataset).

Geometry as XYZ:
```
90
Properties=species:S:1:pos:R:3:forces:R:3
Eu 0.509 1.390 -0.410 -1.397 -1.381 0.410
Br 1.391 4.190 -3.699 -1.323 -0.453 0.720
P -0.334 -1.962 -0.377 -0.494 -0.912 -0.241
P 2.758 0.402 -1.786 -0.451 -0.179 -0.194
P 1.752 0.601 2.226 -0.403 -0.013 1.025
N -5.031 -1.225 3.065 -0.220 -0.164 -0.099
C 2.004 -3.601 -0.133 0.317 -0.310 -0.039
C -0.768 2.873 4.551 0.068 -0.211 -0.014
C -5.345 -1.258 1.771 0.197 0.164 -0.976
C -0.988 0.593 5.379 -0.001 0.337 -0.013
C -0.403 3.780 -1.405 -0.137 -0.261 -0.092
C 0.103 2.426 3.550 -0.179 -0.428 0.174
C -2.046 -2.647 -0.114 0.129 0.466 -0.009
C 4.227 -0.667 -1.722 0.418 -0.245 0.429
C 4.066 3.005 -1.858 -0.192 0.325 -0.153
C 0.530 -3.503 0.222 0.184 0.552 0.092
C -2.249 2.285 -2.906 -0.286 -0.589 1.153
C -4.236 -0.254 3.509 -0.064 -0.310 -0.418
C -1.024 2.614 -3.478 -0.088 0.308 0.199
C 3.242 1.352 2.970 0.149 0.152 -0.314
C 3.223 2.027 -1.027 0.713 0.158 -0.345
C -0.101 0.150 4.391 0.060 0.191 -0.062
C -2.317 -3.087 1.317 -0.209 -0.127 0.271
C -4.918 -0.296 0.836 0.416 0.015 0.816
C -1.660 3.462 -0.857 -0.182 0.292 -0.276
C -1.231 -1.529 -3.036 -0.005 -0.147 -0.328
C 3.405 0.741 -4.616 0.193 0.379 -0.481
C -1.291 1.957 5.483 0.252 0.118 -0.283
C 5.605 0.000 -1.828 0.335 -0.216 -0.257
C -2.584 2.640 -1.574 0.692 0.672 0.307
C -4.143 0.781 1.332 -1.393 -1.047 0.367
C -3.754 0.751 2.688 0.192 0.048 -0.422
C -0.230 -2.309 -2.194 0.370 0.192 0.304
C 2.331 0.716 -3.540 -0.290 0.052 -0.265
C -0.101 3.337 -2.718 0.461 1.206 -0.478
C 0.478 1.062 3.486 -0.355 0.244 0.049
C -3.695 1.982 -0.857 -0.531 0.036 0.780
C 2.013 -1.162 2.601 -0.088 -0.341 0.226
C -3.731 1.886 0.514 0.814 1.318 -1.223
H -5.938 -2.112 1.409 0.209 0.415 0.382
H -3.368 2.743 1.112 0.702 -0.751 -0.372
H 3.912 -0.221 -4.737 -0.065 0.168 0.099
H -0.383 -3.398 -2.291 0.138 0.409 -0.190
H 0.411 -3.529 1.312 0.003 -0.159 -0.273
H 0.156 -0.913 4.366 -0.100 0.416 -0.056
H 5.743 0.501 -2.798 -0.018 -0.144 0.351
H 1.586 -0.042 -3.838 0.149 0.135 0.301
H -2.948 1.632 -3.418 0.091 0.182 -0.238
H 1.792 1.679 -3.545 0.180 -0.399 0.014
H -2.019 3.926 0.089 0.771 -0.614 -0.569
H 2.602 -2.779 0.278 -0.179 -0.082 -0.083
H -1.024 3.939 4.610 0.117 -0.546 0.045
H 2.857 -1.573 2.037 -0.270 0.076 -0.014
H -3.965 -0.315 4.555 0.043 0.116 0.033
H 0.800 -2.053 -2.491 -0.291 -0.283 -0.108
H 0.393 4.233 -0.774 -0.786 0.395 -0.713
H -1.908 2.325 6.305 0.072 -0.178 -0.340
H 5.813 0.720 -1.021 -0.200 -0.271 -0.269
H -1.658 -3.899 1.641 -0.105 0.173 -0.100
H 5.030 2.605 -2.190 -0.329 0.022 0.184
H -3.336 -3.477 1.397 0.086 0.125 0.047
H -2.266 -1.724 -2.749 0.074 0.062 0.105
H 2.914 0.980 -5.571 0.200 -0.174 0.182
H 0.520 3.146 2.829 -0.121 -0.250 0.360
H 2.176 -3.641 -1.213 -0.074 0.073 0.070
H 6.361 -0.798 -1.754 -0.165 0.370 -0.052
H 4.189 -1.236 -0.774 -0.131 0.189 -0.417
H -2.222 -2.261 2.034 -0.022 -0.079 -0.127
H -5.109 -0.411 -0.241 -0.209 0.130 0.642
H 4.089 -1.403 -2.534 0.014 0.235 0.299
H -4.476 1.505 -1.459 0.739 -0.567 0.066
H 3.481 3.351 -2.734 0.674 -0.414 0.607
H 3.461 0.844 3.909 0.074 0.072 0.019
H -1.144 -1.847 -4.078 -0.005 0.132 -0.001
H 3.091 2.422 3.164 0.041 -0.272 -0.097
H -1.061 -0.443 -3.016 0.014 -0.117 0.104
H -1.431 -0.118 6.090 0.322 0.343 -0.375
H -2.154 -3.504 -0.805 -0.048 0.393 0.168
H 3.718 1.725 -0.090 -0.005 0.255 -0.157
H -0.026 -4.351 -0.215 0.148 0.293 0.253
H -0.822 2.343 -4.516 0.048 0.135 0.349
H 4.080 1.227 2.272 -0.044 0.065 0.274
H 4.238 3.883 -1.233 0.231 0.069 -0.162
H 2.352 2.652 -0.707 0.467 -0.204 -0.167
H 4.151 1.528 -4.461 -0.075 -0.215 0.100
H 1.097 -1.742 2.426 0.336 0.156 -0.282
H -2.744 -1.849 -0.399 -0.080 -0.322 -0.019
H 2.238 -1.292 3.665 0.120 0.184 -0.091
H -2.989 1.426 3.075 -0.462 0.208 -0.072
H 2.406 -4.534 0.276 0.049 0.155 -0.052
```
Positions in Å, forces in eV/Å.

Output
Lowest unoccupied orbital energy (spin up / spin down) = -6.241 / -6.211 eV
⟨S²⟩ = 15.7611
Multiplicity = 8
HOMO level (spin up / spin down) = -13.4 / -13.4 eV
HOMO-LUMO gap (spin up / spin down) = 0.2621 / 0.2638 hartree
Charge = +2

=====

No. 2
# H26O13

A cluster of 13 separate species, H26O13 in total at a distorted geometry (the ωB97M-V functional and the def2-TZVPD basis, the OMol25 dataset).

Geometry as XYZ:
```
39
Properties=species:S:1:pos:R:3:forces:R:3
O 3.119 3.093 0.131 0.145 0.126 0.064
O 2.822 -3.412 1.600 0.147 0.097 0.238
O 0.671 -2.677 -1.944 0.263 -0.161 -0.169
O -2.362 -1.635 0.181 -0.392 0.155 0.274
O 0.230 -0.522 0.042 0.416 0.269 0.441
O -1.802 1.420 -2.488 1.339 5.683 0.944
O -2.253 -0.395 -2.865 -1.786 -5.661 -1.391
O 0.576 -1.648 4.630 0.100 0.144 -0.139
O -2.826 2.260 3.309 0.013 -0.185 -0.055
O -3.104 3.777 -0.660 0.099 -0.006 0.093
O 0.433 3.509 -1.582 -0.002 0.261 -0.098
O 3.737 -0.750 -2.062 -0.052 -0.004 0.050
O 0.074 -4.305 1.023 -0.107 -0.129 0.241
H -3.090 -1.331 0.736 -0.029 -0.050 -0.095
H 0.378 4.347 -1.109 0.013 -0.073 -0.001
H -2.251 1.636 2.851 -0.029 0.093 0.013
H -2.322 3.216 -0.610 0.160 0.046 0.022
H -2.153 -2.510 0.527 0.198 -0.095 -0.194
H 0.673 -1.800 -2.344 -0.184 0.012 0.130
H -3.056 -0.843 -2.574 0.074 -0.578 -0.093
H -3.580 1.727 3.582 0.027 0.104 0.009
H 3.555 -2.861 1.896 0.011 -0.034 -0.147
H 1.386 -1.908 4.178 -0.092 -0.070 0.010
H 3.348 0.129 -2.123 -0.010 -0.061 0.060
H -1.342 1.882 -3.199 0.285 0.515 0.255
H 3.653 3.142 0.932 -0.026 -0.038 -0.061
H -3.087 4.277 0.164 -0.100 -0.063 -0.046
H 1.603 -2.864 -1.785 -0.131 -0.025 -0.060
H -2.526 0.086 -3.655 -0.013 -0.358 0.383
H 0.470 -0.246 0.934 0.044 0.044 -0.157
H 0.944 -4.556 0.692 -0.181 0.196 -0.105
H -0.710 -0.321 -0.021 -0.148 -0.308 -0.266
H 0.160 -3.366 1.221 0.169 0.000 -0.195
H 3.463 3.803 -0.423 -0.029 -0.081 0.044
H 0.424 -0.742 4.336 -0.019 -0.073 0.097
H -2.449 2.060 -2.172 -0.007 0.324 -0.122
H 2.811 -4.145 2.226 -0.074 -0.022 -0.032
H 1.136 3.649 -2.227 -0.068 -0.097 0.069
H 3.246 -1.175 -1.349 -0.023 0.106 -0.008
```
Positions in Å, forces in eV/Å.

Output
Lowest unoccupied orbital energy = -0.174 eV
Relative energy (zero: lowest compared OMol25 entry of this formula, charge and spin) = 121.4 kcal/mol
Multiplicity = 1
HOMO level = -8.4 eV
HOMO-LUMO gap = 0.3033 hartree
Charge = 0

=====

No. 3
# C7H6

An isolated molecule of C7H6 at a distorted geometry (the ωB97M-V functional and the def2-TZVPD basis, the OMol25 dataset).

Geometry as XYZ:
```
13
Properties=species:S:1:pos:R:3:forces:R:3
C -1.950 0.373 0.084 -0.014 0.883 -0.245
C -0.669 0.568 0.090 2.401 2.176 -0.147
C 3.566 0.730 -0.057 -0.989 -0.817 0.944
C -3.206 0.132 -0.006 -1.730 -0.362 -1.839
C 1.458 -0.851 0.025 0.744 0.885 0.694
C 2.553 0.088 0.124 0.002 0.687 -0.789
C 0.142 -0.637 0.093 -1.541 -1.663 -1.668
H 4.510 1.168 0.118 0.315 0.402 -0.274
H -3.843 0.110 0.856 -0.230 -0.083 0.354
H -0.135 1.591 -0.043 -1.306 -1.711 0.490
H -3.720 -0.036 -1.023 0.964 0.291 1.655
H 1.929 -1.808 -0.050 -0.617 -0.921 -0.232
H -0.635 -1.430 -0.214 2.002 0.234 1.058
```
Positions in Å, forces in eV/Å.

Output
Lowest unoccupied orbital energy = 0.485 eV
SMILES = C#C/C=C\C=C=C
Relative energy (zero: lowest compared OMol25 entry of this formula, charge and spin) = 50.1 kcal/mol
Multiplicity = 1
HOMO level = -8.6 eV
HOMO-LUMO gap = 0.3335 hartree
Charge = 0

=====

Which of these has the highest charge?
C33H51BrEuNP3

=====

Among the records above, which one has the highest multiplicity?
C33H51BrEuNP3